{
  "formula": "C28H56BO8PS2",
  "method": "the ωB97M-V functional and the def2-TZVPD basis",
  "symbols": ["C", "C", "P", "C", "C", "C", "C", "C", "C", "C", "C", "C", "C", "C", "C", "C", "C", "C", "C", "C", "C", "C", "O", "B", "C", "O", "H", "H", "H", "H", "H", "H", "H", "H", "H", "H", "H", "H", "H", "H", "H", "H", "H", "H", "H", "H", "H", "H", "H", "H", "H", "H", "H", "H", "H", "H", "H", "H", "H", "H", "H", "H", "H", "H", "H", "H", "C", "C", "O", "S", "C", "O", "O", "H", "H", "H", "H", "H", "H", "H", "H", "C", "C", "O", "S", "C", "O", "O", "H", "H", "H", "H", "H", "H", "H", "H"],
  "positions_angstrom": [[1.30952, 1.28852, -0.67777], [0.11358, 0.58535, -0.40234], [-1.51118, 1.39118, 0.07300], [-1.65123, 3.26926, 0.24881], [-0.70401, 4.09637, -0.71904], [-1.64321, 5.16034, -1.47103], [-0.84914, 6.37934, -2.07505], [0.43515, 5.98699, -2.90075], [0.02680, 5.08228, -4.13397], [1.29041, 5.00260, -5.09281], [1.00332, 4.30102, -6.47380], [-2.22103, 1.38873, -1.73226], [-1.46901, 0.47077, -2.73832], [-1.86692, -0.95137, -2.86599], [-1.22924, -1.87049, -3.82737], [-0.16252, -1.42026, -4.71539], [0.26735, -0.00293, -4.58952], [1.42164, 0.44362, -5.55255], [-0.38123, 0.90947, -3.63471], [-0.91452, 1.32494, 1.91477], [-0.69723, -0.12308, 2.51186], [0.73612, -0.20060, 3.23294], [-1.65390, -0.44586, 3.56537], [-3.09783, 0.38540, 0.60491], [-4.16661, 1.13606, 1.56088], [-3.34422, -0.96797, 0.22864], [1.46438, 1.79446, -1.66628], [2.14754, 1.38287, 0.06581], [0.20627, -0.55416, -0.45646], [-1.43553, 3.59702, 1.29545], [-2.73031, 3.52901, 0.03791], [-0.26338, 3.46216, -1.53106], [0.04269, 4.69318, -0.13909], [-2.30660, 5.58536, -0.65487], [-2.34411, 4.67395, -2.20199], [-1.55170, 6.88569, -2.80796], [-0.62201, 7.18011, -1.30844], [0.84237, 6.94566, -3.34719], [1.24817, 5.55191, -2.26458], [-0.32446, 4.06387, -3.79417], [-0.84762, 5.51817, -4.70669], [1.62811, 6.07145, -5.23640], [2.08419, 4.44869, -4.50896], [1.99874, 4.15464, -6.99212], [0.40160, 5.02010, -7.09386], [0.52539, 3.29626, -6.35789], [-2.30027, 2.40641, -2.21482], [-3.29123, 1.00127, -1.69096], [-2.69360, -1.38594, -2.25761], [-1.57097, -2.93614, -3.92232], [0.31553, -2.09357, -5.46515], [1.02395, 0.34748, -6.60925], [2.29217, -0.26373, -5.49675], [1.71627, 1.51922, -5.42513], [-0.03039, 1.97413, -3.58535], [-1.64934, 1.84896, 2.60171], [0.06225, 1.88048, 2.04827], [-0.68716, -0.95278, 1.75420], [0.83450, -1.30316, 3.54619], [0.75211, 0.41044, 4.17155], [1.57985, 0.00349, 2.52578], [-1.87042, -1.39079, 3.52457], [-3.86109, 2.20631, 1.73350], [-5.21796, 1.05800, 1.17854], [-4.12120, 0.62193, 2.57077], [-3.97935, -0.93533, -0.50916], [-1.28099, -5.34103, -0.82308], [-0.85087, -4.93480, 0.57408], [0.56620, -5.04874, 0.75211], [1.50801, -3.93671, 0.07540], [3.00727, -4.37387, 0.89956], [1.09590, -2.64004, 0.52953], [1.65436, -4.23950, -1.31769], [-0.89647, -4.64606, -1.57157], [-2.36957, -5.35210, -0.90284], [-0.89427, -6.33101, -1.07243], [-1.18583, -3.92111, 0.81118], [-1.31226, -5.60560, 1.30036], [2.89552, -4.18140, 1.96537], [3.80282, -3.75548, 0.48620], [3.21823, -5.42516, 0.71187], [4.43610, -4.67423, 7.35024], [3.07512, -5.05602, 7.90187], [2.05245, -4.14490, 7.48124], [1.52581, -4.23637, 5.96572], [0.11795, -3.18699, 6.15040], [1.07264, -5.57249, 5.70927], [2.46895, -3.57758, 5.10874], [4.46509, -4.77850, 6.26468], [5.21473, -5.31362, 7.76975], [4.66664, -3.63247, 7.58075], [2.81029, -6.08028, 7.62757], [3.10512, -5.01123, 8.99136], [-0.58991, -3.65798, 6.82903], [-0.33223, -3.05863, 5.16715], [0.44497, -2.22289, 6.53594]],
  "lowdin_charge": [-0.0494, -0.2370, 0.8463, -0.2671, -0.2164, -0.2209, -0.2233, -0.2216, -0.2202, -0.2681, -0.1256, -0.2458, -0.2313, -0.0356, -0.0760, -0.0485, -0.2234, -0.0794, -0.0109, -0.2715, -0.4259, -0.0555, -0.0858, -0.5109, -0.0377, 0.0341, 0.0441, 0.0593, 0.0979, 0.0844, 0.0912, 0.0699, 0.1177, 0.1076, 0.1046, 0.1081, 0.1107, 0.1092, 0.1111, 0.0821, 0.1223, 0.1054, 0.1079, 0.0749, 0.0750, 0.0561, 0.0780, 0.0840, 0.0846, 0.0947, 0.1041, 0.0852, 0.0807, 0.0563, 0.0826, 0.0959, 0.0916, 0.1145, 0.0716, 0.0836, 0.0744, 0.0848, 0.0545, 0.0710, 0.0834, 0.0899, -0.0716, -0.2574, -0.2588, 0.5857, -0.1111, -0.2859, -0.2730, 0.0604, 0.0809, 0.0859, 0.1104, 0.1225, 0.0681, 0.0787, 0.0765, -0.0763, -0.2613, -0.2629, 0.5822, -0.1190, -0.2764, -0.2862, 0.0684, 0.0810, 0.0857, 0.1161, 0.1219, 0.0755, 0.0629, 0.0796],
  "orbital_gap_ev": 7.1,
  "spin_multiplicity": 1,
  "smiles": "C=CP(CCCCCCCC)(Cc1cccc(C)c1)(C[C@@H](C)O)B(C)O.CCOS(C)(=O)=O.CCOS(C)(=O)=O",
  "total_energy_ev": -77952.510,
  "lumo_energy_ev": 0.04,
  "largest_force_ev_per_a": 3.27
}